# 1
C3H3NOS2 | the ωB97M-V functional and the def2-TZVPD basis

## Properties
ΔE to the lowest compared entry with this formula, charge and spin: 31.6 kcal/mol
E_tot: -28366.4646 eV
E_HOMO: -8.4 eV

Geometry as ORCA input:
```
! wB97M-V def2-TZVPD RIJCOSX def2/J DEFGRID3
* xyz 0 1
O -0.36 2.86 -0.64
C -0.42 2.09 0.26
N -0.15 0.69 0.15
C -0.30 -0.03 1.32
S -0.09 -1.62 1.61
C 0.21 0.24 -1.12
S 0.59 -1.23 -1.63
H -0.73 2.37 1.31
H -0.59 0.65 2.13
H 0.20 1.12 -1.80
*
```

# 2
C3H3NOS2 | the ωB97M-V functional and the def2-TZVPD basis

## Properties
ΔE to the lowest compared entry with this formula, charge and spin: 48.4 kcal/mol
E_tot: -28365.7352 eV
E_HOMO: -9.0 eV

Geometry as ORCA input:
```
! wB97M-V def2-TZVPD RIJCOSX def2/J DEFGRID3
* xyz 0 1
O -1.85 1.03 -0.13
C -1.60 -0.14 -0.24
N -0.30 -0.82 -0.07
C 0.99 -0.42 0.19
S 2.26 -1.35 -0.12
C 0.90 1.06 0.36
S 2.10 1.96 -0.25
H -2.34 -1.00 -0.47
H -0.24 -1.76 -0.39
H 0.07 1.46 1.12
*
```

# 3
C3H3NOS2 | the ωB97M-V functional and the def2-TZVPD basis

## Properties
ΔE to the lowest compared entry with this formula, charge and spin: 27.3 kcal/mol
E_tot: -28366.6521 eV
E_HOMO: -8.5 eV

Geometry as ORCA input:
```
! wB97M-V def2-TZVPD RIJCOSX def2/J DEFGRID3
* xyz 0 1
O 2.24 -0.75 0.00
C 1.83 0.38 0.00
C 0.35 0.71 -0.01
S -0.14 2.26 0.00
N -0.37 -0.45 0.00
C -1.73 -0.69 0.00
S -2.97 0.36 0.00
H 2.50 1.25 0.01
H 0.22 -1.30 0.02
H -1.92 -1.78 -0.01
*
```

# 4
C3H3NS | the ωB97M-V functional and the def2-TZVPD basis

## Properties
ΔE to the lowest compared entry with this formula, charge and spin: 51.9 kcal/mol
E_tot: -15481.5053 eV
E_HOMO (spin up / spin down): -8.4 / -8.5 eV

Geometry as ORCA input:
```
! wB97M-V def2-TZVPD RIJCOSX def2/J DEFGRID3
* xyz 0 1
C -1.31 0.37 -0.03
C 1.07 -0.96 0.01
C -0.20 1.16 -0.20
N -2.24 -0.30 0.24
S 1.34 0.64 0.19
H 1.80 -1.79 0.33
H -0.02 -1.24 0.01
H -0.44 2.11 -0.54
*
```

# 5
C3H3NS2 | the ωB97M-V functional and the def2-TZVPD basis

## Properties
ΔE to the lowest compared entry with this formula, charge and spin: 63.8 kcal/mol
E_tot: -26316.5189 eV
E_HOMO: -8.6 eV

Geometry as ORCA input:
```
! wB97M-V def2-TZVPD RIJCOSX def2/J DEFGRID3
* xyz 0 1
C 0.09 -2.26 -0.31
N 0.89 -1.63 0.31
S 1.94 -1.03 1.35
H -0.64 -2.67 -0.92
C 0.03 1.83 -0.26
C -1.06 1.27 0.17
S -2.27 0.41 0.68
H -0.02 2.53 -1.12
H 1.04 1.56 0.09
*
```

# 6
C3H3NS2 | the ωB97M-V functional and the def2-TZVPD basis

## Properties
ΔE to the lowest compared entry with this formula, charge and spin: 19.4 kcal/mol
E_tot: -26318.4469 eV
E_HOMO: -8.8 eV

Geometry as ORCA input:
```
! wB97M-V def2-TZVPD RIJCOSX def2/J DEFGRID3
* xyz 0 1
C 0.56 -0.86 0.40
C -0.07 0.34 -0.19
C -1.43 0.54 0.20
N -2.52 0.86 0.38
S 0.81 1.98 -0.27
S 0.37 0.87 -1.92
H 0.64 -1.68 -0.49
H 0.01 -1.43 1.26
H 1.63 -0.62 0.62
*
```

Q: ΔE to the lowest compared entry with this formula, charge and spin of number 4 (C3H3NS)?
A: 51.9 kcal/mol

Q: The highest ΔE to the lowest compared entry with this formula, charge and spin belongs to which entry?
A: number 5

Q: Among the records above, which one has the highest E_tot?
A: C3H3NS